Below is a cluster of 2 separate species, C5H14 in total, with properties calculated with ωB97M-V/def2-TZVPD.

Summary:
expectation value of S²	0.75
maximum force	5.41	eV Å⁻¹
HOMO energy (alpha / beta)	1.546 / -7.359	eV
spin multiplicity	2
frontier orbital gap (alpha / beta)	2.76 / 11.74	eV
charge	-1

Last column: Löwdin charge in e.
Element x y z (Å)
C (1.1979, -1.6992, 0.9369)  -0.22
H (1.2809, 0.8451, 2.8310)  0.06
H (-3.3181, 1.5925, -2.0778)  0.04
H (1.9578, 1.7563, 1.4172)  0.04
H (-1.7372, -0.7692, -2.3633)  0.03
C (-2.2423, 1.3544, -2.1134)  -0.29
H (-3.1516, -0.4133, -1.2644)  0.04
H (-1.6226, -0.2261, -0.6632)  -0.01
H (-1.6530, 1.9709, -1.4779)  0.00
H (2.8342, -0.6129, 1.8628)  0.10
H (0.9446, -2.1315, 1.9385)  0.07
H (2.4705, -0.0178, 0.2723)  0.04
C (-2.1188, -0.1403, -1.5681)  -0.29
H (0.2952, -1.6410, 0.3837)  0.03
H (1.6854, -2.4218, 0.4929)  -0.02
H (-1.6965, 1.5221, -3.0433)  0.03
H (0.3017, 0.9158, 1.4383)  0.04
C (2.0076, -0.4189, 1.1078)  -0.38
C (1.3904, 0.8424, 1.6790)  -0.30

Atomic forces in eV per Å
C -1.998 3.045 3.516
H 0.571 -0.178 -1.415
H 0.656 0.485 -0.507
H -0.434 -0.435 -0.064
H 0.028 -0.475 0.218
C 0.262 -1.629 0.708
H 0.394 -0.381 -0.578
H 1.658 -0.020 1.399
H 0.004 0.852 1.026
H -0.480 -0.247 -1.096
H -0.015 0.548 -0.546
H 1.014 -0.248 -2.241
C -2.317 1.520 -1.835
H -0.998 0.655 -0.396
H 3.145 -3.657 -2.451
H -0.734 -0.343 -0.482
H 0.866 0.426 -0.493
C 0.725 -0.145 2.845
C -2.348 0.228 2.393